Here is C5H6Li2O3 as an isolated structure from the OMol25 dataset. Energies are from ωB97M-V/def2-TZVPD.

Its LUMO energy is -0.307 Ha. The value obtained for the HOMO energy is -17.501 eV. The calculation puts the relative energy (zero: lowest compared OMol25 entry of this formula, charge and spin) at 0.00 kJ/mol. For the electronic energy, the calculation gives -434.2838 a.u. The value obtained for the HOMO-LUMO gap is 9.159 eV.

ORCA input file:
```
! RIJCOSX wB97M-V def2-TZVPD def2/J DEFGRID3
* xyz 2 1
H -1.55 0.69 1.62
H 0.00 -1.43 0.79
Li 2.99 -2.52 -0.80
Li 4.45 1.80 -0.59
O 2.32 -1.09 0.14
C 2.18 0.11 0.18
H -1.44 -1.05 1.90
C -1.37 -0.27 1.14
H -2.46 -1.12 -0.71
C -2.04 -0.17 -0.39
H -1.77 1.90 -0.81
O 2.89 1.09 0.06
O 0.75 0.55 0.40
C -2.20 0.94 -1.12
C -0.16 -0.31 0.34
H -2.60 0.89 -2.13
*
```

natural (NBO) atomic charge list, values in e, 6 entries: H 0.2550; H 0.2732; Li 0.9905; Li 0.9893; O -0.8162; C 1.0403